C7H18IN4O | ωB97M-V/def2-TZVPD

Output
total energy = -23647.578 eV
net charge = +1
molar mass = 301.2 g/mol
ΔE to the lowest compared entry with this formula, charge and spin = 192.9 kJ/mol

Last columns: bonded neighbours and bond lengths (Å).
Positions of all 31 atoms, in Å:
1 C 0.66097 1.16945 -3.95096  C4 1.511, H14 1.011, H15 1.095, H16 1.071
2 C 2.31699 -2.34997 1.46234  C6 1.566, H17 1.120, H18 1.098, H19 1.044
3 C -0.27527 1.37398 3.14678  C7 1.459, H20 1.145, H21 1.130, H22 1.138
4 C 0.15937 0.64434 -2.62634  C1 1.511, C5 1.476, H23 1.126, H24 1.118
5 C -1.20955 1.10963 -2.33091  C4 1.476, N8 1.438, H25 1.040, H26 1.141
6 C 1.04022 -1.51868 1.10031  C2 1.566, N11 1.386, H27 1.102, H28 1.065
7 C 0.37004 0.48938 2.18253  C3 1.459, N11 1.303, H29 1.122
8 N -1.98759 0.43959 -1.32464  C5 1.438, N9 1.309, I13 2.197
9 N -1.86376 0.87958 -0.09786  N8 1.309, N10 1.208
10 N -1.94715 0.48991 1.04272  N9 1.208, O12 1.483
11 N 0.41039 -0.81141 2.11228  C6 1.386, C7 1.303, H30 0.955
12 O -2.16121 -0.95257 1.31243  N10 1.483, H31 0.984
13 I -2.47298 -1.64824 -1.80862  N8 2.197
14 H -0.04719 0.88389 -4.61344  C1 1.011
15 H 0.80893 2.25279 -4.00402  C1 1.095
16 H 1.58876 0.68385 -4.17326  C1 1.071
17 H 2.65710 -2.63718 0.43460  C2 1.120
18 H 3.20101 -1.81625 1.83557  C2 1.098
19 H 2.19395 -3.18096 2.08149  C2 1.044
20 H -0.89520 0.84433 3.95040  C3 1.145
21 H -1.16482 1.99413 2.82869  C3 1.130
22 H 0.46361 2.08071 3.64648  C3 1.138
23 H 0.84559 0.97994 -1.79872  C4 1.126
24 H 0.23360 -0.46995 -2.57406  C4 1.118
25 H -1.09333 2.09301 -2.01325  C5 1.040
26 H -1.69051 1.06401 -3.36448  C5 1.141
27 H 0.15565 -2.09629 0.78676  C6 1.102
28 H 1.35543 -0.80118 0.37985  C6 1.065
29 H 0.97486 1.06420 1.43201  C7 1.122
30 H -0.14002 -1.31938 2.70470  N11 0.955
31 H -2.48791 -0.93465 2.24064  O12 0.984